1.
Molecular formula: C13H24AgF5N3OTa
Method: DFT, ωB97M-V with the def2-TZVPD basis set

CARTESIAN COORDINATES (ANGSTROEM)
N: -1.883421 -0.268415 1.042333
C: -2.986421 -0.899415 1.456433
O: -3.960521 -0.348215 2.040633
Ag: -2.706621 1.451985 2.450333
Ta: -0.054321 0.158985 0.978733
N: 0.239279 1.907985 0.034233
N: 0.823679 -1.330315 -0.081067
C: -0.384121 2.672385 -1.076167
C: 0.181079 -2.327615 -0.990967
C: -0.100221 4.181885 -0.910967
C: 0.162479 2.177685 -2.434867
C: -1.905121 2.454785 -1.043167
C: -0.526921 -3.399415 -0.132567
C: 1.211179 -2.992515 -1.929367
C: -0.853721 -1.593015 -1.862467
H: -0.416421 4.526985 0.089933
H: -0.659121 4.756785 -1.669167
H: 0.970279 4.416685 -1.038167
H: 1.262779 2.256485 -2.473167
H: -0.247421 2.777785 -3.266467
H: -0.113021 1.122685 -2.592267
H: -2.145621 1.378985 -1.071967
H: -2.385221 2.954285 -1.901967
H: -2.327221 2.897585 -0.118367
H: 0.188179 -3.871915 0.565433
H: -0.956921 -4.196115 -0.767067
H: -1.341921 -2.935115 0.450833
H: 1.934179 -3.621015 -1.381767
H: 1.770379 -2.233015 -2.504867
H: 0.683579 -3.643915 -2.647467
H: -1.409221 -2.311815 -2.490367
H: -0.348821 -0.867815 -2.524267
H: -1.580521 -1.059815 -1.227467
C: 1.639579 2.232485 0.319133
H: 2.050979 1.490785 1.040633
H: 2.291679 2.188885 -0.576367
H: 1.762979 3.220185 0.805233
C: 2.187979 -1.644015 0.339033
H: 2.503079 -0.932115 1.127933
H: 2.275379 -2.658915 0.784533
H: 2.926979 -1.573415 -0.484867
F: -0.587721 0.669585 3.908433
C: 0.340879 -0.082215 3.213833
F: 1.604979 0.401485 3.500733
C: 0.239979 -1.539015 3.655233
F: 0.448379 -1.626115 5.020033
F: -1.011921 -2.039415 3.359633
F: 1.192579 -2.302715 3.014333

Atomic forces in eV per Å
-4.2 -4.9 0.5
-0.9 9.4 2.1
2.7 -6.4 -3.0
0.3 2.1 0.9
3.6 -0.7 -3.4
-0.3 -1.0 1.1
-1.2 1.0 1.5
-0.5 0.5 -0.7
-0.4 -0.4 -0.8
0.2 0.0 0.2
0.2 -0.1 0.1
0.1 -0.1 0.2
0.3 0.0 0.1
0.2 0.1 0.1
0.1 0.0 -0.1
0.1 -0.1 -0.4
0.2 -0.3 0.3
-0.4 -0.1 0.0
-0.5 0.0 -0.1
0.2 -0.2 0.5
0.1 0.4 0.0
0.0 0.3 -0.2
0.2 -0.3 0.4
0.1 -0.1 -0.3
-0.4 0.2 -0.2
0.2 0.5 0.3
0.2 -0.3 -0.1
-0.3 0.2 -0.2
-0.2 -0.3 0.2
0.2 0.3 0.3
0.2 0.3 0.3
-0.3 -0.4 0.3
0.1 -0.2 -0.4
0.4 0.2 0.1
0.1 0.0 0.1
-0.4 -0.1 0.4
-0.1 -0.6 -0.1
0.7 0.0 0.3
0.1 -0.2 -0.1
-0.2 0.6 -0.2
-0.5 0.1 0.3
0.1 -0.1 0.0
1.1 0.8 -1.3
-1.1 -0.5 0.1
0.7 -1.5 2.2
-0.5 -0.1 -2.6
1.6 0.6 0.3
-1.7 1.2 0.9

Results
net charge = +2
gap between HOMO and LUMO (spin up / spin down) = 4.56 / 4.29 eV



2.
Molecular formula: C30H33CoFN3O7
Method: DFT, ωB97M-V with the def2-TZVPD basis set

CARTESIAN COORDINATES (ANGSTROEM)
Co: 1.621938 -1.282318 -0.760694
C: -4.324911 -0.389468 3.428970
C: -3.140344 -0.836780 4.272201
C: -2.938906 0.070991 5.471950
C: -1.772028 -0.411933 6.311791
C: -0.529469 -0.466699 5.470458
C: 0.713820 -0.280273 6.022795
C: 1.854200 -0.315530 5.220117
F: 3.041422 -0.125163 5.804792
C: 1.789715 -0.531465 3.877488
C: 0.530870 -0.730319 3.286138
C: 0.453243 -0.995028 1.861233
O: 1.539732 -0.969750 1.187775
C: -0.829737 -1.247686 1.333304
C: -1.921197 -1.154762 2.175707
N: -1.870042 -0.881872 3.471816
C: -0.625171 -0.689641 4.078649
C: -1.148763 -1.599570 -0.095280
O: -2.291154 -1.518476 -0.510591
O: -0.147086 -2.004199 -0.820014
H: -5.146665 -0.145230 4.100302
H: -4.684399 -1.158898 2.748318
H: -4.082228 0.505811 2.853910
H: -3.312083 -1.856248 4.629128
H: -3.859014 0.077730 6.054625
H: -2.760622 1.093579 5.125026
H: -1.991892 -1.409505 6.704350
H: -1.606708 0.237205 7.170636
H: 0.821939 -0.102768 7.085204
H: 2.682667 -0.558063 3.272103
H: -2.894636 -1.325631 1.741847
C: 2.786123 -1.300262 -3.806044
O: 2.197294 -2.042675 -2.743202
C: 2.646658 -3.410832 -2.719104
C: 2.016476 -4.045098 -1.507387
O: 2.340853 -3.267417 -0.354599
C: 3.596811 -3.562313 0.259124
H: 2.519787 -1.741054 -4.767921
H: 3.874596 -1.278557 -3.709259
H: 2.400678 -0.282989 -3.755244
H: 3.739758 -3.416585 -2.667832
H: 2.339794 -3.922813 -3.634037
H: 2.337161 -5.081276 -1.387435
H: 0.930963 -4.010544 -1.583735
H: 3.612156 -4.603530 0.581019
H: 3.677424 -2.915371 1.129231
H: 4.432905 -3.377069 -0.420360
C: -1.032803 2.918958 -5.105936
N: -1.003461 1.934452 -4.016006
N: -0.257227 2.089329 -2.934625
C: -0.016999 0.770537 -2.373472
O: 0.646507 0.603075 -1.375207
C: -0.735492 -0.147683 -3.223738
C: -1.304953 0.568869 -4.209671
C: -2.105076 0.151306 -5.386057
C: -0.115864 3.320948 -2.245721
C: -1.168518 4.236969 -2.260311
C: -1.019148 5.431271 -1.581911
C: 0.157846 5.696723 -0.890008
C: 1.184910 4.761767 -0.859168
C: 1.059860 3.564056 -1.539846
H: -0.699213 3.880236 -4.733588
H: -2.049562 3.000279 -5.480741
H: -0.369706 2.568335 -5.897021
H: -0.802957 -1.206359 -3.023863
H: -2.369764 -0.897813 -5.285400
H: -1.536335 0.277797 -6.309539
H: -3.021436 0.735883 -5.469691
H: -2.103539 3.996129 -2.749585
H: -1.827280 6.149338 -1.578133
H: 0.270251 6.635679 -0.365364
H: 2.092267 4.970981 -0.310001
H: 1.858111 2.837532 -1.532633
O: 4.153397 0.585020 -0.129848
C: 3.494255 -0.173269 -0.620183

Atomic forces in eV per Å
0.1 -0.6 0.2
0.0 0.0 0.0
0.0 0.0 0.0
0.0 0.0 0.0
0.0 0.0 0.0
0.0 0.0 -0.1
0.0 0.0 0.0
0.0 0.0 0.1
0.0 0.0 0.0
0.0 0.0 -0.1
0.0 0.0 0.1
0.1 -0.1 -0.1
-0.1 0.3 0.0
-0.2 0.1 0.1
0.0 0.0 0.0
0.0 0.0 0.0
-0.1 0.0 0.0
0.3 -0.1 -0.2
-0.1 0.1 0.0
-0.3 -0.1 -0.3
0.0 0.0 0.0
0.0 0.0 0.0
0.0 0.0 0.0
0.0 0.0 0.0
0.0 0.0 0.0
0.0 0.0 0.0
0.0 0.0 0.0
0.0 0.0 0.0
0.0 0.0 0.0
0.0 0.0 0.0
0.0 0.0 0.0
0.0 0.0 0.0
-0.1 0.0 0.0
0.0 0.0 0.0
0.0 0.0 0.0
-0.1 0.0 0.0
0.0 0.0 0.0
0.0 0.0 0.0
0.0 0.0 0.0
0.0 0.0 0.0
0.0 0.0 0.0
0.0 0.0 0.0
0.1 0.0 0.0
0.0 0.0 0.0
0.0 0.0 0.0
0.0 0.0 0.0
0.0 0.0 0.0
-0.1 0.0 0.2
0.1 -0.3 -0.3
-0.1 -0.3 0.3
-0.6 -0.1 -0.2
0.5 0.5 0.0
0.1 0.0 0.1
0.0 0.3 -0.1
0.0 0.0 0.0
0.1 0.0 0.0
0.0 0.0 0.1
0.0 0.0 0.0
0.0 0.0 0.0
0.0 0.0 0.0
0.0 0.0 0.0
0.0 0.0 0.0
0.0 0.0 0.0
0.0 0.0 0.0
0.0 0.0 0.0
0.0 0.0 0.0
0.0 0.0 0.0
0.0 0.0 0.0
0.0 0.0 0.0
0.0 0.0 0.0
0.0 0.0 0.0
0.0 0.0 0.0
0.0 0.0 0.0
0.2 -0.1 -0.2
-0.1 0.3 0.3

Results
net charge = +2
gap between HOMO and LUMO (spin up / spin down) = 7.47 / 3.95 eV
energy relative to the best compared isomer or geometry (same formula, charge and spin) = 31.81 kJ/mol
2S+1 = 5



3.
Molecular formula: C5H14NO2
Method: DFT, ωB97M-V with the def2-TZVPD basis set

CARTESIAN COORDINATES (ANGSTROEM)
C: 3.325925 -0.173027 -0.282170
C: 2.771352 1.230444 -0.089980
C: 1.313042 1.160817 -0.479042
C: 0.470610 1.087209 0.531895
N: -0.977678 1.166723 0.393994
C: -1.599686 0.875865 -0.678260
H: 2.861774 -1.034343 0.236581
H: 4.307733 -0.480005 0.101745
H: 3.302619 -0.538958 -1.317859
H: 3.355302 1.891067 -0.739451
H: 3.028538 1.656923 0.884503
H: 1.083694 1.201054 -1.535462
H: 0.747820 0.880468 1.555757
H: -1.507177 1.369094 1.226568
H: -1.073336 0.572041 -1.568745
H: -2.652370 1.084756 -0.741233
H: -3.834676 -1.298365 -0.913702
H: -2.598424 -1.933738 -1.624926
O: -2.889345 -1.204465 -1.062938
H: -2.181759 -2.356560 2.029373
H: -1.770672 -3.516227 1.229152
O: -1.407686 -2.673601 1.542112

Atomic forces in eV per Å
0.7 -2.7 0.2
1.1 -0.7 -0.6
1.1 0.9 1.1
-1.3 -0.2 0.2
1.1 -1.1 -0.8
-0.6 0.8 -0.1
-1.1 0.9 0.1
0.5 1.4 -0.3
0.1 0.6 0.0
-0.5 0.0 -0.4
-0.8 -0.4 0.2
-0.3 0.2 0.1
0.2 0.4 0.0
-0.1 0.3 0.2
0.1 -0.1 0.1
-0.1 -0.1 0.0
0.0 -0.2 -0.2
-0.3 0.0 0.2
0.2 0.0 -0.1
0.3 0.3 0.1
0.5 0.0 -0.1
-0.8 -0.3 0.1

Results
net charge = +1
gap between HOMO and LUMO = 9.38 eV
energy relative to the best compared isomer or geometry (same formula, charge and spin) = 284.52 kJ/mol



4.
Molecular formula: C4H12N3S
Method: DFT, ωB97M-V with the def2-TZVPD basis set

CARTESIAN COORDINATES (ANGSTROEM)
C: -2.038118 -1.036914 -0.250357
C: -0.762728 -0.632239 0.015257
C: 0.481135 -1.551686 0.171520
C: 0.031975 1.696702 -0.190783
N: 1.773102 -0.994408 -0.258370
N: -0.706325 0.675340 0.467905
N: 1.485990 1.649444 0.013413
S: -3.322603 0.183608 -0.000747
H: -2.159242 -2.121373 -0.532873
H: 0.278788 -2.617837 -0.209984
H: 0.500503 -1.700380 1.372279
H: -0.099885 1.891929 -1.286980
H: -0.363324 2.565946 0.400193
H: 2.019117 2.284015 -0.604501
H: 1.847963 0.316077 -0.054267
H: -0.596673 0.781127 1.504366
H: 2.543872 -1.522899 0.144627
H: 1.856500 -1.162216 -1.364775
H: 1.605934 1.945924 0.958367
H: -4.375984 -0.650163 -0.294296

Atomic forces in eV per Å
1.5 -0.8 0.0
-0.8 -1.7 -0.8
-2.2 -1.6 3.0
-1.2 2.3 0.1
0.2 0.2 -3.3
1.3 1.0 1.3
1.2 -1.1 -0.3
-0.2 -1.6 -0.5
-0.6 1.4 0.2
0.4 1.7 0.3
0.5 0.3 -2.6
-0.6 -0.8 1.0
0.6 0.0 -1.2
-0.4 -0.4 0.4
-0.6 -0.1 -0.4
-0.4 -0.2 -1.2
0.0 0.1 0.1
-0.1 0.6 3.0
0.8 0.3 0.7
0.7 0.4 0.1

Results
net charge = +1
gap between HOMO and LUMO = 8.72 eV
energy relative to the best compared isomer or geometry (same formula, charge and spin) = 176.75 kJ/mol



5.
Molecular formula: C20H18BrIN2O4SbSe5Y
Method: DFT, ωB97M-V with the def2-TZVPD basis set

CARTESIAN COORDINATES (ANGSTROEM)
Y: 0.386673 -0.909726 0.289839
Se: -0.461463 1.359471 4.464928
Sb: 0.046527 -0.877510 3.640157
Se: -1.752644 -1.355399 1.978462
Se: 2.173117 -0.586990 2.292483
Se: 0.302731 -2.750346 5.151708
O: 1.176183 4.620007 -2.503818
C: 0.990629 4.838792 -1.207085
O: 1.078603 5.951523 -0.735929
C: 0.661346 3.664834 -0.370438
C: 0.385594 3.705994 0.988645
N: 0.114910 2.465810 1.386337
N: 0.194612 1.597986 0.377992
C: 0.527423 2.305336 -0.697678
C: 0.731804 1.504757 -1.946212
O: 0.920707 2.087374 -3.025259
O: 0.679781 0.247384 -1.776332
H: 1.063673 3.650292 -2.747832
H: 0.372622 4.541142 1.667547
H: -0.095113 2.120320 2.356407
C: 6.811389 -2.908033 -2.090165
C: 5.371968 -3.113036 -1.694887
C: 4.339608 -2.876143 -2.588294
C: 3.001701 -3.032908 -2.228006
C: 1.936117 -2.794835 -3.262658
C: 2.687647 -3.429601 -0.917818
Se: 0.855360 -3.683880 -0.379857
C: 3.723750 -3.711247 -0.009179
C: 3.426848 -4.215272 1.373542
C: 5.041984 -3.538940 -0.414372
H: 6.903669 -2.749976 -3.165722
H: 7.425502 -3.770232 -1.819815
H: 7.236434 -2.035036 -1.588465
H: 4.572652 -2.559318 -3.601083
H: 2.387254 -2.641646 -4.245474
H: 1.339989 -1.913661 -3.023995
H: 1.245677 -3.638834 -3.304497
H: 2.842144 -5.136074 1.327016
H: 2.831360 -3.496823 1.937618
H: 4.352610 -4.407277 1.919696
H: 5.835763 -3.747090 0.298001
Br: -4.799594 -3.007209 -4.089598
C: -3.230789 -2.091743 -4.638869
C: -3.014978 -1.955025 -6.003875
C: -1.888290 -1.293656 -6.462998
C: -0.976424 -0.769910 -5.557130
C: -1.192670 -0.909786 -4.196604
C: -2.324977 -1.570154 -3.725015
I: -2.551115 -1.728703 -1.657856
H: -3.733511 -2.370107 -6.697357
H: -1.727226 -1.191802 -7.528760
H: -0.089420 -0.250688 -5.895290
H: -0.470698 -0.514664 -3.493619

Atomic forces in eV per Å
0.0 -0.1 -0.7
0.0 0.1 0.2
0.3 -0.1 0.8
-0.1 0.0 -0.6
0.0 0.0 -0.1
0.0 0.2 -0.1
0.0 0.1 0.1
0.0 0.1 -0.1
0.0 0.0 0.0
-0.1 0.0 0.0
0.0 0.1 0.0
-0.1 -0.1 0.1
0.0 0.2 0.1
0.0 -0.4 0.1
0.0 0.1 -0.1
0.0 -0.1 0.1
0.0 -0.5 0.2
0.0 0.0 0.0
0.0 0.0 0.0
0.0 0.1 -0.1
0.0 0.0 0.0
0.0 0.0 0.0
0.0 0.0 0.0
0.1 0.0 0.1
0.0 0.0 0.0
-0.1 0.0 -0.1
-0.1 0.4 -0.1
0.0 0.0 0.0
0.1 0.0 0.0
0.0 0.0 0.0
0.0 0.0 0.0
0.0 0.0 0.0
0.0 0.0 0.0
0.0 0.0 0.0
0.0 0.0 0.0
0.0 0.0 0.0
0.0 0.0 0.0
0.0 0.0 0.0
0.0 0.0 0.0
0.0 0.0 0.0
0.0 0.0 0.0
0.0 0.0 0.0
0.0 0.0 0.0
0.0 0.0 0.0
0.0 0.0 0.0
0.0 0.0 0.0
0.0 0.0 0.0
0.1 0.0 0.0
-0.1 0.0 0.1
0.0 0.0 0.0
0.0 0.0 0.0
0.0 0.0 0.0
0.0 0.1 0.0

Results
net charge = -2
gap between HOMO and LUMO = 5.91 eV
energy relative to the best compared isomer or geometry (same formula, charge and spin) = 18.16 kJ/mol



What did the third record say?
Molecular formula: C5H14NO2
Method: DFT, ωB97M-V with the def2-TZVPD basis set

CARTESIAN COORDINATES (ANGSTROEM)
C: 3.325925 -0.173027 -0.282170
C: 2.771352 1.230444 -0.089980
C: 1.313042 1.160817 -0.479042
C: 0.470610 1.087209 0.531895
N: -0.977678 1.166723 0.393994
C: -1.599686 0.875865 -0.678260
H: 2.861774 -1.034343 0.236581
H: 4.307733 -0.480005 0.101745
H: 3.302619 -0.538958 -1.317859
H: 3.355302 1.891067 -0.739451
H: 3.028538 1.656923 0.884503
H: 1.083694 1.201054 -1.535462
H: 0.747820 0.880468 1.555757
H: -1.507177 1.369094 1.226568
H: -1.073336 0.572041 -1.568745
H: -2.652370 1.084756 -0.741233
H: -3.834676 -1.298365 -0.913702
H: -2.598424 -1.933738 -1.624926
O: -2.889345 -1.204465 -1.062938
H: -2.181759 -2.356560 2.029373
H: -1.770672 -3.516227 1.229152
O: -1.407686 -2.673601 1.542112

Atomic forces in eV per Å
0.7 -2.7 0.2
1.1 -0.7 -0.6
1.1 0.9 1.1
-1.3 -0.2 0.2
1.1 -1.1 -0.8
-0.6 0.8 -0.1
-1.1 0.9 0.1
0.5 1.4 -0.3
0.1 0.6 0.0
-0.5 0.0 -0.4
-0.8 -0.4 0.2
-0.3 0.2 0.1
0.2 0.4 0.0
-0.1 0.3 0.2
0.1 -0.1 0.1
-0.1 -0.1 0.0
0.0 -0.2 -0.2
-0.3 0.0 0.2
0.2 0.0 -0.1
0.3 0.3 0.1
0.5 0.0 -0.1
-0.8 -0.3 0.1

Results
net charge = +1
gap between HOMO and LUMO = 9.38 eV
energy relative to the best compared isomer or geometry (same formula, charge and spin) = 284.52 kJ/mol



Number 4 is which compound?
C4H12N3S